[1]
C3H9ClNO | ωB97M-V/def2-TZVPD

Highest occupied orbital energy: -14.614 eV
Multiplicity: 1
Frontier orbital gap: 0.3819 Ha
Charge: +1

Cartesian coordinates (Å):
C1 -1.79 0.27 -0.72
C2 -1.69 -1.02 -0.02
C3 2.01 1.09 0.71
N1 -0.69 -1.77 0.26
O1 1.65 1.73 -0.42
Cl1 2.53 -0.80 0.44
H1 -2.13 -0.22 -1.62
H2 -0.86 0.73 -1.04
H3 -2.59 0.98 -0.30
H4 -2.73 -1.28 0.28
H5 3.05 1.50 1.06
H6 -0.85 -2.68 0.75
H7 1.29 0.94 1.53
H8 0.45 -1.67 0.13
H9 2.35 2.18 -1.03

In elementary charge units, the Mulliken charges are: C -0.85; C 0.23; C -0.18; N -0.16; O -0.46; Cl -0.33; H 0.33; H 0.28; H 0.32; H 0.35; H 0.32; H 0.31; H 0.31; H 0.16; H 0.38

***

[2]
C3H9ClNPS | ωB97M-V/def2-TZVPD

Highest occupied orbital energy (spin up / spin down): -8.779 / -8.782 eV
Multiplicity: 1
Frontier orbital gap (spin up / spin down): 0.2368 / 0.2370 Ha

Cartesian coordinates (Å):
C1 -1.44 -0.09 -1.90
C2 1.28 -0.02 2.34
C3 -0.33 -0.78 -1.27
N1 0.52 -0.36 1.16
P1 0.62 0.50 -0.21
S1 2.37 1.21 -0.61
Cl1 -1.85 2.74 0.07
H1 -2.07 0.59 -1.35
H2 -1.05 0.57 -2.86
H3 -2.13 -0.87 -2.27
H4 0.88 0.74 2.94
H5 1.34 -0.75 3.06
H6 2.26 0.11 1.95
H7 0.55 -1.15 -1.81
H8 -0.66 -1.52 -0.49
H9 -0.28 -0.93 1.24

In elementary charge units, the Mulliken charges are: C -0.98; C -0.99; C -0.32; N -0.15; P 0.45; S -0.32; Cl -0.57; H 0.30; H 0.26; H 0.30; H 0.33; H 0.38; H 0.36; H 0.33; H 0.29; H 0.32

***

Maximum force
In order: 4.0; 5.2
Unit: eV Å⁻¹
E_tot
In order: -709.5850; -1374.1260
Unit: Ha
Relative energy (zero: lowest compared OMol25 entry of this formula, charge and spin)
In order: 23.8; 65.9
Unit: kcal/mol